Formula: C65H146F6N2P4
Source: the OMol25 dataset
Level of theory: ωB97M-V/def2-TZVPD

2S+1 = 1
Net charge = +4
Frontier orbital gap = 10.2095 eV

Last column: Mulliken charge in e.
Atoms and positions in Å:
C: 1.26887 -0.64149 4.60435  -0.756
C: 0.81461 0.75843 5.10783  -0.570
C: -0.14295 1.41382 4.17100  0.815
C: -0.85025 2.54324 4.84257  -1.439
P: -1.99577 3.67529 3.83038  0.556
C: -2.33986 5.08541 4.97228  -0.533
C: -3.16933 4.75564 6.25199  -0.754
C: -4.02475 5.75961 7.03457  -0.588
C: -5.25776 6.27675 6.39677  -1.245
C: -3.38984 2.67342 3.23177  0.198
C: -4.40888 3.36640 2.34562  -0.560
C: -5.78468 2.73464 2.33161  -0.395
C: -6.33845 2.76970 3.72000  -0.862
C: -1.25118 4.20184 2.26699  0.198
C: -1.73641 5.52604 1.66532  -1.134
C: -1.35466 5.80874 0.13705  -0.433
C: -2.04951 5.02116 -0.86049  -0.935
H: 2.33928 -0.75559 4.43317  0.369
H: 0.78143 -0.85935 3.65406  0.075
H: 0.93390 -1.43205 5.27584  0.115
H: 1.70934 1.37724 5.17569  0.418
H: 0.28213 0.66080 6.05388  0.361
H: -0.93645 0.70161 3.94469  -0.704
H: 0.17717 1.60966 3.14764  0.104
H: -0.06505 3.18307 5.24529  0.494
H: -1.53748 2.17950 5.60644  0.588
H: -2.99120 5.80677 4.47884  0.504
H: -1.35773 5.40725 5.31862  0.537
H: -2.54710 4.28181 7.01122  0.323
H: -3.83913 3.91483 6.07167  0.322
H: -3.45523 6.56399 7.50011  0.371
H: -4.56153 5.10071 7.71706  0.298
H: -5.01157 7.29302 6.08908  0.325
H: -6.05613 6.48737 7.10836  0.409
H: -5.61448 5.76478 5.50305  0.216
H: -3.84312 2.13818 4.06614  0.666
H: -2.99152 1.85542 2.63151  -0.391
H: -4.02389 3.45043 1.32934  0.085
H: -4.47218 4.44510 2.48885  0.573
H: -5.65815 1.67406 2.11423  -0.048
H: -6.47290 3.28611 1.69103  0.450
H: -7.40924 2.56713 3.74159  0.468
H: -5.98924 3.63959 4.27628  -0.022
H: -5.94291 1.93302 4.29587  0.177
H: -1.61286 3.46026 1.55471  -0.339
H: -0.20545 4.23103 2.57308  0.727
H: -1.41523 6.37760 2.26513  0.480
H: -2.81068 5.60268 1.83318  0.295
H: -0.27343 5.83780 0.00216  0.170
H: -1.62817 6.86011 0.04806  0.465
H: -3.10825 5.27292 -0.79894  0.374
H: -2.05883 3.95277 -0.64472  -0.017
H: -1.56832 5.11385 -1.83413  0.376
C: -3.18626 -5.10171 -5.90188  -1.025
C: -2.58980 -3.69411 -5.88635  -0.641
C: -1.28036 -3.63575 -5.06577  -0.267
C: -1.01337 -2.13809 -4.71142  -1.742
P: 0.66437 -1.73351 -4.17696  0.841
C: 0.65903 -0.13424 -3.32817  0.443
C: 0.00236 1.04580 -4.07570  -0.519
C: 0.94591 1.81904 -4.95275  -0.775
C: 2.02933 2.56876 -4.18281  -0.601
C: 1.08440 -2.99723 -2.86183  -0.704
C: 2.46469 -2.98666 -2.24957  -0.752
C: 2.55596 -3.32264 -0.69984  -1.219
C: 1.58518 -2.57897 0.31260  -0.358
C: 1.83275 -2.06129 -5.51376  -1.420
C: 1.39497 -1.89102 -6.99529  -0.388
C: 2.10777 -2.84738 -8.02183  -1.025
C: 1.69540 -4.33550 -7.96310  -0.972
H: -2.74571 -5.71786 -6.68569  0.375
H: -4.20742 -5.15141 -6.27983  0.452
H: -3.17481 -5.55352 -4.91000  -0.024
H: -3.32206 -2.98067 -5.50836  0.455
H: -2.46963 -3.37339 -6.92114  0.388
H: -0.31447 -3.86152 -5.51766  0.408
H: -1.33588 -4.14699 -4.10470  -0.144
H: -1.71374 -1.78414 -3.95491  1.034
H: -1.21631 -1.50249 -5.57336  0.637
H: 1.73139 0.01196 -3.19864  0.461
H: 0.16706 -0.23589 -2.36084  -0.897
H: -0.51961 1.68020 -3.35932  0.280
H: -0.84305 0.69300 -4.66639  0.576
H: 0.47876 2.50433 -5.66004  0.501
H: 1.38124 1.06206 -5.60510  -0.006
H: 1.58577 3.30654 -3.51419  0.178
H: 2.68428 3.14409 -4.83714  0.561
H: 2.68408 1.89400 -3.63134  -0.055
H: 0.87091 -4.01452 -3.18995  0.787
H: 0.27481 -2.83551 -2.15015  0.020
H: 2.92687 -2.01700 -2.43460  0.431
H: 3.12435 -3.74147 -2.67761  0.398
H: 3.57377 -3.18573 -0.33460  0.516
H: 2.59680 -4.38357 -0.45312  0.451
H: 2.10409 -2.63872 1.26930  0.514
H: 0.66309 -3.11171 0.54508  -0.063
H: 1.43115 -1.51156 0.15443  -0.044
H: 2.35164 -3.01685 -5.43770  0.691
H: 2.69734 -1.39810 -5.48601  0.707
H: 1.54645 -0.84274 -7.25270  0.475
H: 0.31944 -2.05051 -7.07198  0.211
H: 3.18474 -2.68455 -8.06364  0.407
H: 1.85463 -2.55297 -9.04033  0.461
H: 0.69371 -4.52775 -7.57871  0.196
H: 2.36108 -4.81447 -7.24507  0.294
H: 1.94206 -4.80671 -8.91453  0.386
C: 1.69246 2.22040 -0.55260  -0.287
C: 1.81884 3.71031 -0.36304  0.340
C: 3.28857 4.17345 -0.39149  -1.132
C: 4.28148 3.46941 -1.25971  -0.016
P: 5.99355 4.09134 -1.12445  0.360
C: 6.25476 5.90614 -1.57437  -1.139
C: 7.77802 6.28083 -1.57632  -0.572
C: 8.02414 7.82090 -1.67852  -0.606
C: 9.44310 8.20220 -1.04774  -1.220
C: 6.54032 3.91798 0.58574  -0.899
C: 6.77258 2.44196 1.03950  -0.798
C: 7.37089 2.23425 2.46180  -0.392
C: 7.49108 0.75449 2.65809  -1.289
C: 7.01846 3.17191 -2.20732  -1.346
C: 6.70067 3.36084 -3.75336  -0.023
C: 7.67040 2.46389 -4.56760  -0.745
C: 8.94863 3.18912 -4.96183  -1.233
H: 2.31048 1.67513 0.16071  0.441
H: 2.01845 1.88832 -1.53828  -0.477
H: 0.65143 1.96039 -0.36089  0.258
H: 1.35809 4.16806 0.51234  -0.065
H: 1.36144 4.08747 -1.27772  0.053
H: 3.54780 4.01248 0.65493  0.237
H: 3.15571 5.24351 -0.55090  0.265
H: 3.90120 3.16691 -2.23541  0.113
H: 4.38418 2.47260 -0.83087  0.420
H: 5.58501 6.40828 -0.87624  0.839
H: 5.88805 6.06894 -2.58784  0.552
H: 8.18214 5.90125 -2.51477  0.148
H: 8.32118 5.70305 -0.82849  0.445
H: 7.11654 8.23280 -1.23726  0.378
H: 7.94519 8.14171 -2.71724  0.368
H: 9.43292 7.89499 -0.00199  0.327
H: 9.68079 9.26456 -0.99291  0.403
H: 10.29712 7.81831 -1.60575  0.308
H: 5.83470 4.39051 1.26905  0.644
H: 7.47603 4.45206 0.75102  0.608
H: 7.45055 2.02751 0.29338  0.444
H: 5.82862 1.93038 0.85155  0.246
H: 6.56093 2.69683 3.02578  0.313
H: 8.21213 2.89607 2.66780  0.381
H: 8.34509 0.50872 3.28926  0.379
H: 7.91192 0.26230 1.78130  0.365
H: 6.65148 0.11116 2.92135  0.294
H: 6.87539 2.13589 -1.90023  0.788
H: 8.07342 3.44041 -2.15219  0.489
H: 6.80156 4.41686 -4.00381  0.433
H: 5.67959 3.03756 -3.95583  -0.151
H: 7.22347 1.97601 -5.43381  0.435
H: 8.07258 1.58052 -4.07159  0.298
H: 9.56445 3.42945 -4.09517  0.272
H: 8.67799 4.11371 -5.47172  0.309
H: 9.56798 2.67736 -5.69845  0.406
C: -5.51376 -9.37725 -3.81637  -1.225
C: -5.85800 -8.00717 -3.30067  -0.322
C: -5.36672 -7.94371 -1.83255  -0.856
C: -3.96582 -7.73115 -1.56140  -0.374
N: -3.65051 -6.96382 -0.20183  0.683
C: -2.13452 -7.07730 0.13892  -1.027
C: -1.60966 -5.76924 -0.22887  -0.482
C: -2.67865 -4.67351 0.00158  1.132
C: -3.96622 -5.46522 -0.17740  -1.195
C: -4.37562 -7.72695 0.94854  -1.085
H: -6.17377 -10.12159 -3.37090  0.332
H: -4.56558 -9.70201 -3.38790  0.326
H: -5.56417 -9.42287 -4.90425  0.368
H: -6.91879 -7.76622 -3.23164  0.367
H: -5.39969 -7.21654 -3.89478  0.208
H: -5.74442 -8.71497 -1.16129  0.348
H: -5.82455 -7.00493 -1.52084  0.414
H: -3.56179 -7.09416 -2.34823  0.055
H: -3.45287 -8.68801 -1.46450  0.516
H: -1.94934 -7.17596 1.20853  0.335
H: -1.64482 -7.97433 -0.24004  0.434
H: -0.65903 -5.56198 0.26251  0.534
H: -1.33909 -5.87826 -1.27910  0.072
H: -2.62227 -4.23303 0.99701  -0.500
H: -2.61650 -3.92241 -0.78588  -0.055
H: -4.82227 -5.15604 0.42235  0.476
H: -4.30759 -5.28107 -1.19605  0.246
H: -5.40622 -7.84890 0.61526  0.453
H: -4.45957 -7.10871 1.84231  0.339
H: -3.92900 -8.72042 0.98927  0.349
C: -1.01877 -3.13735 7.32130  -1.634
C: -2.25622 -2.54572 6.64276  0.135
C: -2.64994 -3.22711 5.37145  -0.893
N: -4.05757 -2.88503 4.80837  0.732
C: -5.16236 -3.08005 5.90431  -0.995
C: -4.39749 -3.65755 3.50878  -0.785
C: -5.12861 -2.67644 2.60089  0.092
C: -5.32284 -1.40394 3.37744  -0.322
C: -4.04739 -1.41717 4.24111  -1.022
H: -1.21569 -4.03296 7.91054  0.456
H: -0.71948 -2.42894 8.09375  0.423
H: -0.15950 -3.38923 6.69975  0.332
H: -1.97747 -1.52623 6.37629  0.091
H: -3.00808 -2.46057 7.42734  0.358
H: -2.85657 -4.21704 5.77821  0.376
H: -1.96338 -3.31671 4.52962  0.523
H: -4.76017 -4.01031 6.30548  0.370
H: -6.11133 -3.33398 5.43197  0.436
H: -5.17758 -2.18753 6.52982  0.309
H: -5.09039 -4.45550 3.77577  0.321
H: -3.47753 -4.02784 3.05637  0.156
H: -6.08050 -3.14076 2.34322  0.631
H: -4.49784 -2.58139 1.71704  -0.189
H: -6.25811 -1.31792 3.93059  0.417
H: -5.32040 -0.56786 2.67811  -0.120
H: -4.23217 -0.68690 5.02893  0.494
H: -3.07406 -1.19659 3.80282  0.398
P: -2.27193 -0.23791 -0.08280  1.983
F: -2.71925 -1.43033 0.94442  -0.525
F: -1.22714 -1.32663 -0.68692  -0.878
F: -3.36078 -0.89607 -1.06372  -0.455
F: -1.69644 0.78475 -1.23082  -0.353
F: -3.48029 0.84706 0.38441  -0.378
F: -1.24961 0.35254 1.00305  -0.393